A 22-piece molecular cluster, C22H66N22O44 overall in a non-equilibrium geometry, computed with wB97M-V/def2-TZVPD.

Its spin multiplicity is 1. As for the total charge: 0. As for the HOMO-LUMO gap: 0.3720 hartree. The HOMO energy comes out at -0.394 Eh. The LUMO energy is -0.0223 hartree. The relative energy (zero: lowest compared OMol25 entry of this formula, charge and spin) comes out at 0.0 kcal per mole.

Structure (XYZ):
```
154
Properties=species:S:1:pos:R:3:forces:R:3
C -17.311078 -14.367872 -4.114960 -0.444 1.126 -0.447
N -16.720772 -15.424443 -3.323691 0.565 -2.359 1.344
O -16.212840 -16.402850 -3.884330 -0.442 1.107 -0.157
O -16.782990 -15.371090 -2.099820 -0.141 0.459 -0.709
H -16.623054 -14.114588 -4.935454 -0.461 -0.112 0.296
H -17.505732 -13.527585 -3.444135 0.196 -0.149 -0.286
H -18.274531 -14.719388 -4.514701 0.475 -0.074 -0.009
C -18.361336 -10.522708 -7.278016 -0.379 -1.682 0.475
N -18.086040 -11.760231 -6.457903 0.071 -1.123 0.076
O -18.261484 -11.697410 -5.258252 0.107 0.148 -0.505
O -17.669169 -12.782320 -7.025727 -0.346 1.209 0.356
H -17.503330 -9.951998 -7.039567 0.436 1.357 0.387
H -19.369527 -10.194907 -6.990588 0.698 0.236 -0.119
H -18.249192 -10.832945 -8.295014 -0.351 -0.087 -0.693
C -13.427586 -21.426228 -5.664298 -0.224 -0.671 1.773
N -14.601838 -21.988387 -4.865102 -0.711 1.335 0.741
O -14.772695 -23.189651 -4.872498 -0.054 0.754 0.039
O -15.303669 -21.170581 -4.218316 1.144 -1.572 -1.325
H -12.893716 -20.753503 -4.967265 -0.200 -0.410 -0.509
H -13.793522 -20.903317 -6.516291 -0.392 0.347 -0.529
H -12.891573 -22.330596 -5.915882 0.407 0.197 -0.231
C -20.250614 -13.957298 -12.958320 0.300 0.390 -0.501
N -21.415417 -13.526133 -12.153414 -1.849 -0.248 -1.850
O -21.285064 -12.685760 -11.309534 0.711 0.378 0.913
O -22.513652 -13.917472 -12.539981 0.577 -0.278 0.312
H -20.194567 -15.031633 -13.110333 -0.131 0.082 0.514
H -19.406966 -13.474612 -12.522949 0.817 -0.286 0.650
H -20.332053 -13.488824 -13.938382 -0.544 -0.033 -0.033
C -24.215137 -16.965074 -11.239211 -0.653 -0.147 0.732
N -22.887700 -16.504095 -10.878441 1.363 1.271 -1.420
O -22.857519 -15.748055 -9.926054 0.629 -0.435 0.222
O -21.977035 -16.644454 -11.701534 -0.644 -0.383 1.355
H -24.620389 -16.019553 -11.590952 -0.637 -0.337 -0.254
H -24.688928 -17.314803 -10.331782 -0.216 0.276 0.206
H -24.221991 -17.771637 -11.935686 0.360 -0.174 -0.769
C -14.768469 -18.630185 -1.861402 0.632 0.119 0.917
N -13.809218 -18.914830 -2.943751 1.320 -0.188 2.270
O -13.163908 -19.924478 -2.753270 0.214 -0.598 -0.922
O -13.498086 -18.015530 -3.680612 -0.377 0.273 -1.210
H -14.187074 -17.945716 -1.218382 -0.461 -0.096 -0.289
H -14.957579 -19.528500 -1.272350 -0.186 0.068 -0.538
H -15.600045 -18.132805 -2.279168 -1.010 0.477 -0.203
C -19.501101 -19.273639 -9.675596 -0.527 0.223 1.314
N -19.824389 -19.900422 -10.929516 -0.034 -0.311 -2.748
O -19.621826 -19.302664 -11.984737 0.101 0.576 0.832
O -20.197554 -21.044346 -10.944573 -0.436 -0.944 0.850
H -18.498156 -19.620678 -9.457458 0.142 0.060 0.435
H -20.246651 -19.563151 -8.901462 0.738 -0.005 -0.658
H -19.518371 -18.211729 -9.827613 0.143 0.468 -0.031
C -14.942335 -12.206823 -8.836871 0.081 -0.764 1.382
N -14.194581 -10.942238 -8.565321 -1.258 0.571 -0.293
O -13.144523 -10.807661 -9.164365 0.143 0.326 0.523
O -14.735929 -10.093729 -7.855260 0.882 -1.014 -0.599
H -16.003972 -12.000445 -8.883786 -0.036 0.250 -0.212
H -14.798637 -12.881135 -7.951833 0.046 0.690 -0.763
H -14.509874 -12.675325 -9.709406 -0.110 0.131 -0.085
C -23.778871 -15.137335 -4.155173 -0.922 -0.131 0.504
N -24.135646 -16.110993 -2.998181 1.208 1.518 -1.591
O -25.210043 -16.631115 -2.925340 -0.590 -0.195 -0.089
O -23.210809 -16.260037 -2.237092 0.415 -0.551 1.010
H -23.258518 -15.686973 -4.930407 0.143 -0.266 0.186
H -23.153318 -14.337261 -3.735133 -0.328 -0.486 -0.162
H -24.718094 -14.779199 -4.576230 0.111 0.060 0.163
C -20.149406 -17.007014 -0.957569 0.331 1.533 1.288
N -19.872931 -17.529385 -2.247069 -0.252 -1.390 -2.157
O -20.200954 -16.827222 -3.214670 0.987 -1.251 0.946
O -19.398384 -18.673090 -2.296053 -0.524 1.541 -0.424
H -21.172471 -16.681383 -0.974629 -0.491 0.154 0.098
H -19.505281 -16.113757 -0.871471 -0.281 -0.405 0.287
H -19.961354 -17.749596 -0.199201 0.143 -0.067 0.063
C -12.038174 -16.464854 -12.430703 -0.005 -1.537 0.333
N -12.385122 -17.699992 -13.156376 0.046 -1.835 -1.631
O -12.942211 -18.640036 -12.584044 0.502 1.275 -0.114
O -12.088638 -17.728389 -14.343140 -0.236 0.085 0.636
H -12.885272 -15.860828 -12.672714 -0.108 1.087 0.027
H -11.041425 -16.173712 -12.772332 -0.514 0.292 0.133
H -12.092213 -16.828719 -11.420054 0.258 0.665 0.689
C -21.299579 -17.206551 -7.139760 0.357 -0.936 -0.222
N -22.618159 -17.691861 -7.593971 -2.072 -0.476 0.775
O -23.611987 -17.516077 -6.874709 1.559 0.190 -0.792
O -22.667175 -18.345554 -8.622926 0.277 0.201 0.075
H -20.661594 -17.294134 -8.022075 0.010 0.397 0.362
H -20.978480 -17.957882 -6.396436 -0.065 0.536 -0.169
H -21.372977 -16.212891 -6.724306 -0.090 0.101 0.010
C -16.489135 -11.629360 -12.809001 -0.085 -0.253 0.516
N -16.919829 -11.054536 -11.524822 -1.726 -0.019 2.156
O -16.365004 -10.086937 -11.060985 0.699 0.305 -0.545
O -17.856500 -11.591763 -10.921229 0.575 -0.126 -0.983
H -16.653936 -12.720404 -12.670768 0.345 0.749 -0.617
H -15.458015 -11.284082 -12.874014 -0.065 -0.426 -0.516
H -17.134744 -11.166344 -13.565544 0.274 -0.343 0.067
C -17.230069 -17.475767 -13.201395 -0.239 0.700 0.133
N -16.528278 -16.190144 -12.927522 0.478 0.748 0.009
O -15.322046 -16.247956 -12.765618 -0.404 0.298 -0.022
O -17.188520 -15.145885 -12.888388 0.640 -1.269 -0.126
H -17.465068 -17.474145 -14.263523 0.051 -0.141 0.037
H -18.127198 -17.375566 -12.621110 -0.561 -0.427 0.112
H -16.611541 -18.308223 -12.885453 0.060 0.142 -0.112
C -14.286988 -20.474929 -10.518806 -0.100 -0.333 0.088
N -14.462354 -19.621867 -9.325666 1.372 -0.840 0.770
O -13.637856 -19.738843 -8.395422 -1.359 0.448 -1.346
O -15.441037 -18.929448 -9.322992 -0.452 0.860 0.557
H -14.853283 -21.390754 -10.264936 0.355 0.379 -0.391
H -13.231024 -20.636439 -10.659503 0.197 -0.248 0.054
H -14.696656 -19.940483 -11.372415 -0.112 -0.171 0.169
C -20.759079 -13.359346 -8.345010 0.217 0.050 -0.109
N -21.318852 -13.099384 -6.968281 -0.515 -0.228 0.130
O -22.021865 -13.939687 -6.417568 0.513 0.245 -0.679
O -21.033997 -12.039949 -6.442246 0.147 -0.113 -0.315
H -20.986442 -12.525550 -9.011934 0.214 0.258 0.592
H -21.221728 -14.211876 -8.826856 -0.058 -0.397 0.537
H -19.676328 -13.504510 -8.196369 -0.573 0.126 -0.204
C -13.596592 -13.974213 -3.956610 1.047 -1.204 0.180
N -14.040698 -13.460752 -5.217814 -1.384 2.578 0.472
O -14.215183 -12.263406 -5.298931 0.263 0.566 -0.149
O -14.302414 -14.218710 -6.100083 -0.190 -1.534 -1.449
H -14.098356 -14.940654 -3.883610 0.068 0.140 0.667
H -13.693178 -13.238485 -3.156672 -0.148 -0.326 -0.288
H -12.559411 -14.193082 -4.208581 0.346 -0.163 0.646
C -17.645258 -19.397303 -4.561545 -2.171 -1.017 -0.456
N -18.342757 -19.761811 -5.827833 1.179 1.058 -1.795
O -18.689345 -20.894173 -6.006348 -0.653 -0.663 0.192
O -18.399488 -18.891250 -6.710020 -0.314 -0.384 0.808
H -17.825533 -20.296611 -3.981387 0.570 0.316 0.526
H -18.238232 -18.567036 -4.220773 0.393 0.427 0.428
H -16.641507 -19.210414 -4.834749 0.987 0.293 0.018
C -18.608448 -22.878325 -8.737181 -0.608 -1.405 0.193
N -17.340638 -22.284925 -9.064378 3.623 0.412 -1.617
O -16.824794 -21.461981 -8.331768 -0.681 -0.064 0.258
O -16.728337 -22.668909 -10.097203 -1.774 0.221 1.581
H -18.391220 -23.795302 -8.136028 -0.079 0.728 -0.462
H -18.994442 -23.172146 -9.712599 -0.523 0.067 0.385
H -19.207307 -22.197716 -8.133885 0.096 0.021 -0.296
C -10.581126 -12.657806 -9.738311 0.044 0.199 0.607
N -11.325711 -13.886467 -9.432092 -2.511 -2.265 0.681
O -10.752312 -14.937903 -9.158764 0.391 1.363 -0.554
O -12.576606 -13.835016 -9.382707 2.204 0.481 -0.433
H -11.044315 -12.162798 -10.577823 -0.086 -0.079 -0.260
H -9.526717 -12.899966 -9.876999 -0.296 0.066 0.100
H -10.791569 -12.038392 -8.859872 0.402 0.074 -0.201
C -16.774580 -16.282217 -7.170946 -0.410 0.486 -0.442
N -18.107387 -15.821713 -7.595655 -1.120 -0.058 -0.345
O -18.418764 -15.873298 -8.759888 0.676 -0.382 -1.475
O -18.907959 -15.413077 -6.792616 0.014 0.240 1.753
H -16.428025 -16.927800 -7.960251 0.387 -0.179 0.013
H -16.897049 -16.734807 -6.219257 -0.024 -0.607 0.652
H -16.205686 -15.379499 -7.035290 0.489 0.328 -0.184
C -12.724492 -16.659761 -7.055519 0.489 -1.105 -0.559
N -11.509298 -16.996160 -6.262971 0.474 1.195 0.437
O -10.894114 -16.076619 -5.708831 -0.888 -0.431 -0.425
O -11.142379 -18.134580 -6.255496 0.191 -0.928 0.043
H -13.187914 -17.600627 -7.368915 0.438 0.187 -0.191
H -12.349902 -16.045306 -7.870704 -0.308 -0.008 -0.055
H -13.426332 -16.155772 -6.454403 -0.405 0.846 0.785
```
Forces are in eV/Å.

=====

A 9-piece molecular cluster, C22H66N6O13 overall in a non-equilibrium geometry, computed with wB97M-V/def2-TZVPD.

Its spin multiplicity is 1. As for the total charge: 0. As for the HOMO-LUMO gap: 0.3144 hartree. The HOMO energy comes out at -0.323 Eh. The LUMO energy is -0.0085 hartree. The relative energy (zero: lowest compared OMol25 entry of this formula, charge and spin) comes out at 2.9 kcal per mole.

Structure (XYZ):
```
107
Properties=species:S:1:pos:R:3:forces:R:3
N 2.868744 0.700891 1.459945 0.931 0.300 0.081
H 3.511791 0.019660 1.048557 -0.212 -0.321 0.099
H 2.230746 0.220630 2.089059 -0.305 -0.080 -0.361
H 2.375491 1.182682 0.704225 -0.463 -0.208 0.189
H 3.443822 1.385157 2.055733 -0.227 -0.244 -0.163
N 0.217048 -0.104585 -1.178062 0.475 0.961 -0.886
O 0.933883 -1.108901 -1.274159 0.017 -0.744 0.160
O 0.433869 0.709719 -0.263151 0.137 0.385 0.775
O -0.626535 0.171391 -2.044208 -0.206 -0.523 0.247
C -3.652452 1.048299 -2.869408 0.331 -0.425 -0.490
C -4.867458 1.837712 -3.280555 0.025 -0.592 0.005
O -4.816194 3.211739 -2.940171 -0.016 0.056 0.059
O -2.590098 1.241884 -3.807197 -0.020 0.329 0.269
H -3.920255 -0.013747 -2.921733 -0.206 0.064 0.202
H -3.331390 1.264735 -1.844698 -0.097 0.177 -0.044
H -5.712012 1.345909 -2.784176 -0.143 0.373 0.054
H -5.002036 1.690052 -4.356245 -0.028 0.100 -0.003
H -4.777856 3.728713 -3.746948 0.073 -0.010 0.017
H -1.821319 0.825298 -3.399552 0.060 0.028 -0.111
C 0.180162 -3.387240 -3.846633 0.329 -0.518 -0.835
C -0.451203 -4.757482 -3.538091 0.044 0.147 -0.325
O -0.054649 -5.255862 -2.290801 -0.429 -0.194 0.721
O 1.437567 -3.218880 -3.195337 -0.696 0.026 0.294
H -0.530484 -2.591195 -3.619269 0.248 0.169 0.264
H 0.390872 -3.352499 -4.918768 -0.172 0.131 -0.007
H -0.226540 -5.505964 -4.306602 0.173 0.158 -0.104
H -1.535819 -4.610704 -3.557559 -0.007 -0.224 0.234
H 0.832474 -4.936935 -2.087277 0.058 0.141 -0.328
H 1.205393 -2.677512 -2.429070 0.408 0.336 0.128
C 0.752475 2.799475 -3.311827 -0.322 -1.250 -0.444
C 1.956406 1.871256 -3.371082 0.059 1.610 0.128
O 3.134793 2.672288 -3.191764 0.174 -0.389 0.053
O 0.855005 3.753011 -4.371168 -0.003 0.026 0.313
H 0.644708 3.264667 -2.330917 0.147 0.232 -0.080
H -0.108324 2.146933 -3.471640 -0.211 0.287 0.120
H 1.968880 1.414085 -4.362536 0.036 -0.395 0.172
H 1.918880 1.160292 -2.551495 0.101 -0.244 -0.157
H 3.123984 3.316230 -3.908551 -0.002 0.053 0.024
H 0.032318 3.705355 -4.863441 0.033 0.126 -0.074
C 4.445743 4.424021 4.475647 0.109 0.652 -0.468
C 3.698876 3.514556 3.499516 0.108 -0.558 1.132
C 3.280421 4.210842 2.226696 0.197 0.656 0.336
O 2.301966 3.469869 1.563559 -0.059 -0.611 -0.112
C 1.967638 3.941109 0.267842 0.943 0.812 -0.248
N 4.394847 2.237815 3.248974 -0.112 -0.058 -0.525
H 4.387885 4.071867 5.503161 -0.066 -0.124 -0.024
H 3.985757 5.414488 4.421235 0.049 -0.009 0.295
H 5.502165 4.568616 4.235616 -0.022 -0.154 -0.171
H 2.784443 3.252609 4.042281 -0.168 -0.108 -0.347
H 4.145155 4.428437 1.582690 -0.003 -0.071 -0.044
H 2.865659 5.169076 2.572207 -0.010 0.094 -0.376
H 1.866387 5.034618 0.271175 -0.546 -0.109 0.154
H 1.073172 3.434631 -0.078303 -0.085 -0.010 0.101
H 2.794732 3.790886 -0.442991 -0.131 -0.433 0.049
H 5.329356 2.387155 2.880513 0.012 0.140 0.057
H 4.499312 1.689426 4.094467 -0.022 0.124 0.094
C -3.396511 4.097565 0.577153 0.182 0.697 -0.139
C -2.257226 3.369329 1.265571 0.113 -0.779 -0.443
C -2.399307 3.370480 2.773845 -0.664 0.866 -0.354
O -1.433722 2.622119 3.466170 -0.189 -0.580 0.281
C -0.119732 2.697453 2.997161 0.487 0.162 0.115
N -2.254802 1.988263 0.742423 0.173 -0.011 0.145
H -4.349826 3.737099 0.961486 -0.069 0.023 -0.087
H -3.365177 3.934940 -0.500876 -0.046 -0.311 0.042
H -3.336558 5.187626 0.675256 -0.057 -0.082 0.364
H -1.293064 3.843946 1.030161 -0.140 0.215 -0.056
H -3.387829 3.002477 3.060318 0.156 -0.427 -0.021
H -2.435244 4.429951 3.081660 0.469 -0.062 0.167
H 0.038494 2.258651 2.006137 -0.252 0.189 -0.095
H 0.512656 2.111749 3.671142 -0.176 0.082 0.202
H 0.252452 3.727316 3.001806 0.004 0.007 -0.103
H -1.842696 1.346770 1.412987 -0.023 0.053 0.064
H -1.627774 1.956716 -0.056360 -0.132 -0.193 -0.086
C -4.114751 -2.203369 -1.119031 -0.227 0.003 0.089
C -3.331527 -2.452634 0.168700 0.449 0.339 -0.291
C -2.686215 -3.827988 0.178559 0.471 0.296 0.366
O -3.641878 -4.828142 -0.030188 -0.363 0.068 -0.290
C -3.082382 -6.065080 -0.374261 0.144 -0.500 0.197
N -2.229683 -1.487377 0.326849 0.009 0.320 0.093
H -4.702980 -1.287483 -1.025476 0.039 0.015 -0.008
H -4.798026 -3.017315 -1.364963 0.043 -0.035 0.081
H -3.422635 -2.060416 -1.953697 0.036 -0.113 0.016
H -3.971962 -2.311485 1.042138 -0.124 -0.240 -0.050
H -2.167011 -4.002827 1.132705 -0.086 0.105 0.060
H -1.877334 -3.815296 -0.571388 -0.260 -0.287 -0.264
H -3.864881 -6.823219 -0.333603 -0.103 0.128 -0.013
H -2.309368 -6.359312 0.347676 0.079 0.031 -0.101
H -2.649882 -6.071195 -1.378901 0.113 0.151 0.022
H -2.600537 -0.539925 0.282799 -0.085 -0.057 0.184
H -1.610773 -1.527960 -0.479156 -0.112 -0.301 -0.025
C 3.635841 -4.670033 1.040169 -0.056 -0.009 0.073
C 2.561164 -3.628038 0.771146 0.333 0.263 0.313
C 1.723864 -3.375951 2.005132 -1.060 -0.513 -0.274
O 1.140640 -4.609393 2.394748 0.420 0.035 0.227
C 0.385647 -4.499576 3.579165 0.028 -0.420 -0.025
N 3.179017 -2.349061 0.396742 -0.049 0.531 -0.218
H 3.162871 -5.650173 1.020911 0.284 -0.119 -0.041
H 4.103694 -4.534317 2.018438 -0.166 0.106 0.064
H 4.451173 -4.597282 0.319154 -0.183 -0.185 -0.231
H 1.871165 -3.993519 0.001106 0.089 -0.004 -0.082
H 0.877009 -2.722520 1.739151 0.295 0.421 0.129
H 2.323846 -2.946280 2.817511 0.054 0.020 -0.001
H 0.102119 -5.511424 3.869627 -0.082 0.024 -0.085
H -0.525322 -3.912945 3.419755 0.089 0.157 0.104
H 0.989087 -4.096254 4.401676 -0.092 0.225 -0.065
H 3.586305 -2.447468 -0.529505 0.174 -0.086 0.091
H 2.441377 -1.663733 0.232596 -0.229 -0.304 -0.142
```
Forces are in eV/Å.